## w
A structure of composition C7H18BaF3O21S4, computed with wB97M-V/def2-TZVPD.

Geometry as XYZ:
```
54
Properties=species:S:1:pos:R:3
Ba -0.2475 -0.3952 0.4429
S -2.2278 -2.0294 3.3430
O -3.3959 -1.2750 2.7216
O -2.1286 -1.7740 4.8123
O -2.4450 -3.4832 3.1560
O -0.9547 -1.5700 2.6891
S -1.2627 0.6462 -3.1680
O -2.4483 0.5755 -4.0680
O -0.1631 -0.1035 -3.9075
O -0.8219 2.0655 -2.9037
O -1.4381 -0.0747 -1.8757
S 2.0790 0.1952 2.7948
O 2.2173 -0.9139 1.7759
O 0.6671 0.6878 2.7415
O 2.3624 -0.3255 4.1583
O 3.0670 1.2788 2.4502
C 1.4355 -5.2823 -0.6663
F 0.4127 -5.4913 -1.5399
F 1.9862 -6.5115 -0.4671
F 2.3557 -4.5829 -1.3509
S 0.8033 -4.4847 0.9162
O -0.2272 -5.4414 1.2274
O 1.9627 -4.5081 1.7465
O 0.3810 -3.2017 0.3971
C 1.4316 3.8879 -1.0511
C 0.2914 3.5046 -0.1381
O -0.0960 2.1545 -0.3200
O 0.9851 4.1814 -2.3672
H 2.2119 3.1276 -1.0680
H 1.8107 4.8267 -0.6219
H -0.5262 4.2087 -0.3622
H 0.6194 3.5978 0.9017
H -0.3005 2.0951 -1.3000
H 0.3816 3.4634 -2.6452
C -3.5895 2.3693 -0.0130
C -3.6142 1.7200 1.3497
O -2.5905 0.8292 1.4353
O -4.5998 3.4405 -0.0400
H -3.8413 1.6421 -0.7785
H -2.6381 2.8725 -0.1365
H -4.5838 1.1960 1.4595
H -3.5668 2.5326 2.0960
H -2.8053 0.1714 2.1806
H -5.4415 2.9828 -0.1151
C 3.5937 -0.8456 -0.9033
C 2.7155 -0.9166 -2.1427
O 1.3820 -0.5728 -1.7832
O 3.2569 -1.7557 0.0836
H 3.5988 0.1888 -0.5299
H 4.6293 -1.0919 -1.2259
H 2.6764 -1.9297 -2.5764
H 3.0462 -0.2136 -2.9289
H 0.9118 -0.3761 -2.6538
H 2.6824 -1.2913 0.7688
```

Results
HOMO-LUMO gap   3.87 eV
HOMO   5.50 eV
LUMO   9.36 eV
Net charge   -5

## x
A structure of composition C7H18BaF3O21S4, computed with wB97M-V/def2-TZVPD.

Geometry as XYZ:
```
54
Properties=species:S:1:pos:R:3
Ba -0.0802 0.8220 -0.3276
S 1.9048 -4.4407 -4.3276
O 1.8568 -5.2908 -3.2085
O 3.1335 -4.6346 -5.0590
O 0.7671 -4.6089 -5.1987
O 2.1528 -3.0429 -3.9342
S -3.3907 4.5712 4.7114
O -2.2198 4.6173 5.6256
O -4.2006 5.8437 4.6857
O -2.8914 4.2106 3.3760
O -4.3827 3.5511 5.1000
S 4.1422 4.4107 -4.7329
O 5.2693 4.9868 -3.9872
O 3.7437 5.2745 -5.8316
O 4.5276 3.1852 -5.3621
O 3.0558 4.1658 -3.8000
C -5.2579 3.4030 -7.1717
F -5.4072 3.4634 -8.4826
F -5.0715 4.6342 -6.6603
F -6.2471 2.7377 -6.5071
S -3.6491 2.3088 -6.8294
O -3.8980 0.9615 -7.4239
O -2.5038 2.9849 -7.4735
O -3.5527 2.3224 -5.3892
C 2.5295 -4.1135 5.3020
C 1.7397 -4.4425 4.0190
O 2.0898 -3.6491 2.8833
O 3.8755 -4.4200 5.1995
H 2.1882 -4.6706 6.1745
H 2.4501 -3.0558 5.5531
H 0.6885 -4.2485 4.2324
H 1.8551 -5.4780 3.6988
H 2.2832 -4.2328 2.1461
H 4.1920 -4.1804 4.3254
C -5.0807 -2.2494 0.9435
C -4.6753 -3.5468 0.1953
O -3.7804 -3.0635 -0.8625
O -4.0559 -1.6529 1.7534
H -5.8857 -2.3793 1.6668
H -5.4735 -1.5783 0.1797
H -5.6190 -4.0619 0.0158
H -4.1071 -4.0937 0.9478
H -3.3573 -3.8533 -1.2072
H -4.4524 -0.9802 2.3118
C 5.2730 1.8896 2.6758
C 4.1925 2.7729 3.3909
O 2.9693 2.1162 3.4595
O 4.8280 1.6743 1.3067
H 5.4585 0.9467 3.1901
H 6.3095 2.2183 2.7508
H 4.1146 3.7172 2.8521
H 4.5373 2.9985 4.4001
H 2.2933 2.6658 3.8625
H 4.8188 2.5140 0.8415
```

Results
HOMO-LUMO gap   1.96 eV
HOMO   3.80 eV
LUMO   5.76 eV
Net charge   -5

Short version: w is the most stable of them.

## w
A structure of composition C8H4ClMnN2O4S3, computed with wB97M-V/def2-TZVPD.

Geometry as XYZ:
```
23
Properties=species:S:1:pos:R:3
Mn -0.5275 0.3010 0.3019
O -1.4280 -1.4912 -3.0395
Cl -1.3615 -1.7326 -1.6531
O -1.3959 -3.1118 -1.3674
O -2.4029 -1.0409 -0.9628
O -0.1265 -1.1645 -1.1262
S 2.6996 -0.2482 -0.2923
C 2.3881 0.9222 0.8480
N 1.1770 1.3026 1.2399
C 1.2395 2.2921 2.1977
C 0.1604 2.9135 2.8206
C 0.3872 3.8930 3.7657
C 1.6792 4.2726 4.1088
C 2.7670 3.6708 3.5047
C 2.5395 2.6898 2.5582
S 3.7175 1.7786 1.6525
H -0.8433 2.6244 2.5597
H -0.4586 4.3660 4.2403
H 1.8377 5.0399 4.8494
H 3.7774 3.9478 3.7538
S -2.5222 0.9876 1.0056
C -2.9693 2.1234 2.1149
N -3.3643 2.8998 2.8750
```

Results
HOMO-LUMO gap (spin up / spin down)   7.66 / 7.23 eV
HOMO (spin up / spin down)   -5.02 / -5.02 eV
LUMO (spin up / spin down)   2.64 / 2.21 eV
2S+1   6
Net charge   -1

## x
A structure of composition C8H4ClMnN2O4S3, computed with wB97M-V/def2-TZVPD.

Geometry as XYZ:
```
23
Properties=species:S:1:pos:R:3
Mn -0.1171 -0.1761 -2.4759
O 0.6075 2.8519 -2.2199
Cl 1.3789 2.0785 -3.1516
O 2.3556 2.8694 -3.8274
O 2.0135 0.9591 -2.4389
O 0.4703 1.4443 -4.1214
S -2.5955 0.2131 -2.1439
C -1.9389 0.1137 -0.5705
N -0.6495 -0.0664 -0.3877
C -0.2888 -0.0919 0.9436
C 1.0024 -0.2513 1.4360
C 1.1944 -0.2535 2.8048
C 0.1199 -0.1005 3.6848
C -1.1696 0.0579 3.2035
C -1.3613 0.0617 1.8291
S -2.8383 0.2410 0.9186
H 1.8242 -0.3686 0.7415
H 2.1933 -0.3765 3.2032
H 0.2957 -0.1073 4.7527
H -2.0059 0.1752 3.8806
S 0.5878 -2.4170 -3.1394
C -0.2534 -3.1641 -1.8894
N -0.8249 -3.6925 -1.0322
```

Results
HOMO-LUMO gap (spin up / spin down)   8.05 / 8.07 eV
HOMO (spin up / spin down)   -5.42 / -5.45 eV
LUMO (spin up / spin down)   2.63 / 2.62 eV
2S+1   6
Net charge   -1

Short version: x is the most stable of them.

## w
A cluster of 2 separate species, C4H10S2 in total, computed with wB97M-V/def2-TZVPD.

Geometry as XYZ:
```
16
Properties=species:S:1:pos:R:3
C -0.0254 -1.6503 -0.7393
C 0.5760 -0.4933 -1.1345
C 0.0447 0.6036 -1.9979
H 0.6537 -2.5312 -0.5720
H -1.1380 -1.6848 -0.5344
H 1.5180 -0.3326 -0.7146
H -1.0498 0.2747 -2.4016
H 0.6255 0.6127 -2.9020
H 0.1419 1.6587 -1.6390
C 0.5563 -0.1230 1.7756
S 0.0379 1.5700 1.0864
S -1.7827 2.1619 2.3020
H 1.3293 -0.2168 1.0705
H 1.1589 -0.0836 2.6979
H -0.0357 -1.0224 1.8415
H -2.6105 1.2562 1.8615
```

Results
HOMO-LUMO gap   8.81 eV
HOMO   -8.89 eV
LUMO   -0.08 eV

## x
An isolated molecule of C4H10S2, computed with wB97M-V/def2-TZVPD.

Geometry as XYZ:
```
16
Properties=species:S:1:pos:R:3
C 0.4173 0.5720 2.1484
C -0.5146 -0.1668 1.1415
C -0.8315 0.7674 -0.0336
S 0.4639 1.6470 -1.0129
S 1.6293 -0.6629 -1.1810
C 0.4768 -0.9772 -2.3649
H 0.3738 0.0112 3.1475
H 1.3417 0.5304 1.6063
H 0.0987 1.6176 2.4459
H 0.0108 -1.2347 0.8730
H -1.5049 -0.4748 1.5590
H -1.4284 0.0970 -0.6763
H -1.4626 1.6427 0.2375
H 0.5513 -2.1336 -2.3372
H -0.4528 -0.5537 -2.2189
H 0.8314 -0.6817 -3.3343
```

Results
HOMO-LUMO gap   7.59 eV
HOMO   -8.90 eV
LUMO   -1.32 eV

Short version: x is the most stable of them.

## w
A structure of composition C40H24BiBrF10N8O2S2, computed with wB97M-V/def2-TZVPD.

Geometry as XYZ:
```
88
Properties=species:S:1:pos:R:3
Bi 0.7296 0.4949 -1.0567
C -1.8658 2.1749 1.8392
N -0.5045 2.3417 1.3661
C 0.4800 2.4940 2.4512
C 0.3253 1.5991 3.6715
N 0.4383 0.1890 3.3696
C 0.3164 -0.6829 4.3526
C -0.0667 -0.4801 5.7239
F -0.3428 0.7650 6.2062
C -0.1915 -1.4994 6.6438
F -0.5651 -1.2085 7.9062
C 0.0466 -2.8184 6.3084
F -0.1022 -3.8126 7.2192
C 0.4470 -3.0819 5.0063
F 0.7189 -4.3494 4.6478
C 0.5884 -2.0675 4.0949
F 1.0512 -2.4018 2.8710
C -0.3672 3.4856 0.4818
C -1.0213 3.3736 -0.9270
N -1.1462 2.0476 -1.5451
C -2.3532 1.6196 -1.9202
C -3.6148 2.2976 -1.8651
F -3.7213 3.6105 -1.5160
C -4.8291 1.7189 -2.1845
F -5.9468 2.4593 -2.0703
C -4.9259 0.4120 -2.6139
F -6.1179 -0.1556 -2.8953
C -3.7320 -0.2670 -2.7851
F -3.7478 -1.5186 -3.2705
C -2.5261 0.3243 -2.4925
F -1.4376 -0.3975 -2.8146
H -2.1693 2.9842 2.5245
H -1.9605 1.2260 2.3658
H -2.5491 2.1645 0.9900
H 0.4426 3.5337 2.8270
H 1.4761 2.3281 2.0400
H -0.6199 1.8459 4.1712
H 1.1326 1.9005 4.3548
H 0.7004 3.6517 0.3732
H -0.7916 4.3920 0.9513
H -0.4208 4.0014 -1.5950
H -1.9939 3.8429 -0.8442
S 2.6945 2.2408 -1.0345
C 2.2253 3.1403 -2.4496
C 2.5345 4.4991 -2.5205
C 2.1479 5.2771 -3.6053
C 2.4459 6.6703 -3.6199
N 2.7011 7.7925 -3.6080
C 1.4541 4.6774 -4.6744
C 1.1807 3.3130 -4.6249
C 1.5479 2.5357 -3.5342
S 1.1822 0.8188 -3.5562
C 1.0397 5.4666 -5.7838
N 0.7131 6.1129 -6.6788
H 3.0694 4.9521 -1.6971
H 0.6562 2.8436 -5.4459
N -1.6600 -1.0894 0.0214
C -1.7978 -2.2816 -0.6647
C -2.9745 -2.9996 -0.5921
C -3.1558 -4.2145 -1.2599
C -2.1539 -4.7381 -2.0244
C -0.9596 -4.0094 -2.1978
C 0.0677 -4.4669 -3.0477
C 1.1760 -3.7003 -3.2539
C 1.2453 -2.4438 -2.6324
N 0.3270 -1.9990 -1.8100
C -0.7738 -2.7564 -1.5436
H -2.5427 -0.8188 0.4334
H -0.9561 -1.0610 0.7871
H -3.7700 -2.6231 0.0409
H -4.0955 -4.7413 -1.1512
H -2.2625 -5.7005 -2.5096
H -0.0529 -5.4245 -3.5409
H 1.9827 -4.0225 -3.8977
H 2.0908 -1.7868 -2.7935
Br 5.3854 -3.9403 4.4374
C 4.2708 -3.6890 2.9124
C 3.7010 -4.7968 2.3082
N 2.9482 -4.6917 1.2209
C 2.7416 -3.4800 0.7137
C 3.2725 -2.3155 1.2607
C 4.0534 -2.4251 2.4007
C 2.9507 -0.9558 0.6591
O 3.0237 0.0365 1.3827
O 2.6124 -0.9865 -0.5702
H 3.8590 -5.7948 2.7009
H 2.1249 -3.4259 -0.1733
H 4.4670 -1.5352 2.8553
```

Results
HOMO-LUMO gap   5.20 eV
HOMO   -1.64 eV
LUMO   3.55 eV
Net charge   -2

## x
A structure of composition C40H24BiBrF10N8O2S2, computed with wB97M-V/def2-TZVPD.

Geometry as XYZ:
```
88
Properties=species:S:1:pos:R:3
Bi -0.1978 0.1593 -0.7998
C -1.6092 -3.0091 -0.6624
N -2.1233 -1.6381 -0.7703
C -2.9215 -1.4900 -2.0002
C -2.0948 -0.8094 -3.0828
N -1.6275 0.4900 -2.6209
C -2.5069 1.5322 -2.6178
C -3.8396 1.5813 -3.0791
F -4.4648 0.5012 -3.6171
C -4.6277 2.7214 -3.0190
F -5.8864 2.6667 -3.4908
C -4.1530 3.9003 -2.4932
F -4.9188 5.0055 -2.4488
C -2.8489 3.9097 -2.0248
F -2.3386 5.0316 -1.5024
C -2.0792 2.7747 -2.1006
F -0.8242 2.8554 -1.6251
C -2.8823 -1.3326 0.4552
C -3.3697 0.1000 0.5614
N -2.2511 1.0138 0.5113
C -2.4152 2.2499 1.0106
C -3.6223 2.9168 1.3365
F -4.8264 2.3375 1.0814
C -3.6698 4.1932 1.8707
F -4.8668 4.7434 2.1573
C -2.5214 4.9204 2.0973
F -2.5726 6.1662 2.6156
C -1.3109 4.3331 1.7617
F -0.1718 5.0131 1.9511
C -1.2748 3.0604 1.2477
F -0.0636 2.5512 0.9408
H -2.4479 -3.7181 -0.6167
H -0.9948 -3.2460 -1.5284
H -1.0186 -3.1120 0.2435
H -3.2750 -2.4742 -2.3327
H -3.7997 -0.8842 -1.7855
H -1.2136 -1.4199 -3.2901
H -2.6633 -0.7444 -4.0097
H -3.7427 -2.0173 0.5296
H -2.2073 -1.5401 1.2892
H -4.1296 0.3085 -0.2063
H -3.9022 0.1572 1.5208
S 1.9235 1.4900 -2.1204
C 2.2460 0.4666 -3.4780
C 2.9115 1.0041 -4.5880
C 3.2143 0.2494 -5.7102
C 3.8955 0.8649 -6.8138
N 4.4378 1.3722 -7.6928
C 2.8467 -1.1036 -5.7512
C 2.1887 -1.6516 -4.6567
C 1.8835 -0.9017 -3.5225
S 1.1247 -1.7378 -2.1817
C 3.1317 -1.9213 -6.8925
N 3.3641 -2.5895 -7.8007
H 3.1935 2.0480 -4.5623
H 1.9059 -2.6954 -4.6829
N 0.2901 0.5796 3.3371
C 0.8395 1.7521 3.7189
C 0.3492 2.5169 4.7629
C 0.9548 3.7336 5.1204
C 2.0414 4.2200 4.4499
C 2.5604 3.4793 3.3592
C 3.6365 3.9340 2.5627
C 4.0566 3.1910 1.5012
C 3.4123 1.9630 1.2324
N 2.4254 1.5016 1.9533
C 1.9827 2.2450 2.9980
H -0.5788 0.2828 3.7372
H 0.6120 0.0920 2.5096
H -0.5262 2.1734 5.3021
H 0.5311 4.3009 5.9413
H 2.4896 5.1703 4.7122
H 4.0991 4.8862 2.7991
H 4.8591 3.5239 0.8562
H 3.7245 1.3662 0.3832
Br 5.6815 -0.6994 -0.3047
C 4.5726 -1.9172 0.6372
C 5.1260 -3.0818 1.1413
N 4.4049 -3.9956 1.7830
C 3.1005 -3.7579 1.9204
C 2.4624 -2.6179 1.4496
C 3.2237 -1.6618 0.7946
C 0.9564 -2.4647 1.6114
O 0.3454 -3.3705 2.1814
O 0.4566 -1.3794 1.1696
H 6.1843 -3.2818 1.0157
H 2.5094 -4.5083 2.4303
H 2.7606 -0.7675 0.4059
```

Results
HOMO-LUMO gap   6.80 eV
HOMO   -2.85 eV
LUMO   3.95 eV
Net charge   -2

Short version: x is the most stable of them.

## w
A cluster of 3 separate species, C5H18NO2 in total, computed with wB97M-V/def2-TZVPD.

Geometry as XYZ:
```
26
Properties=species:S:1:pos:R:3
C -1.0614 0.4071 -0.4456
C 0.4402 0.5457 -0.8150
C 0.7538 2.0407 -1.1444
C 0.9439 -0.5000 -1.8201
C 2.4701 -0.6320 -1.5124
N -1.3196 0.5762 1.0440
H -1.7791 1.0413 -0.9857
H -1.3365 -0.6015 -0.8207
H 1.0034 0.4087 0.1309
H 1.7943 2.1400 -1.4785
H 0.6620 2.6973 -0.2655
H 0.0239 2.3901 -1.8439
H 0.6716 -0.3237 -2.8396
H 0.5038 -1.4942 -1.5948
H 2.7654 -0.6039 -0.4649
H 2.9625 0.1537 -2.1178
H 2.8516 -1.5206 -2.0262
H -2.2791 0.4156 1.3658
H -1.1603 1.5598 1.2845
H -0.6765 -0.1077 1.4709
H -2.7984 -2.4159 1.3924
H -2.7536 -1.7825 0.0226
O -2.8624 -1.5545 0.9603
H 1.9329 -0.3892 2.7568
H 0.7554 -0.7135 3.6662
O 0.9700 -0.4415 2.7666
```

Results
HOMO-LUMO gap   11.72 eV
HOMO   -14.69 eV
LUMO   -2.98 eV
Net charge   +1

## x
A cluster of 3 separate species, C5H18NO2 in total, computed with wB97M-V/def2-TZVPD.

Geometry as XYZ:
```
26
Properties=species:S:1:pos:R:3
C 0.8635 -2.2546 0.9583
C 0.7598 -0.7730 0.5784
C -0.4567 -0.1670 -0.1735
C 0.0175 0.3323 -1.5465
C -1.6314 -1.1444 -0.1264
N 0.8372 -0.0201 2.0281
H 0.5941 -2.8690 0.1029
H 0.2094 -2.5828 1.7750
H 1.9179 -2.4314 1.1722
H 1.7160 -0.4076 0.2320
H -0.8775 0.7267 0.3230
H 1.0329 0.6971 -1.5547
H -0.6525 1.1254 -1.8794
H -0.0972 -0.4448 -2.2955
H -2.2665 -1.0120 0.7577
H -1.4276 -2.2130 0.0249
H -2.2567 -1.1001 -1.0285
H -0.0560 0.2531 2.4515
H 1.5127 0.7425 2.0175
H 1.2801 -0.7077 2.6402
H -2.4755 1.2235 3.1731
H -2.0958 -0.0453 4.0093
O -1.8939 0.4632 3.2395
H 2.1949 3.7511 -6.1738
H 1.5475 4.8971 -5.3101
O 1.7036 3.9606 -5.3952
```

Results
HOMO-LUMO gap   10.27 eV
HOMO   -13.30 eV
LUMO   -3.03 eV
Net charge   +1

Short version: w is the most stable of them.

## w
A structure of composition CH5NO2P, computed with wB97M-V/def2-TZVPD.

Geometry as XYZ:
```
10
Properties=species:S:1:pos:R:3
C -1.0208 -0.9404 -0.2845
N 0.5839 1.6046 0.3962
O 1.9154 -0.7236 0.9646
O 1.6037 -0.1395 -1.5537
P 1.1485 -0.1240 -0.1477
H -1.3592 -1.2252 -1.2903
H -1.2889 -1.8014 0.4222
H -1.7150 -0.0427 -0.0214
H -0.3360 1.7243 0.0024
H 0.4684 1.6678 1.5122
```

Results
HOMO-LUMO gap   8.71 eV
HOMO   -4.34 eV
LUMO   4.37 eV
Net charge   -1

## x
A cluster of 2 separate species, CH5NO2P in total, computed with wB97M-V/def2-TZVPD.

Geometry as XYZ:
```
10
Properties=species:S:1:pos:R:3
C -0.5398 -1.5698 0.3791
N 1.8216 1.6001 -0.3408
O -1.8601 0.2777 -0.9933
O 0.0013 1.1285 0.5437
P -1.1102 0.0756 0.2965
H -0.9950 -2.1946 1.2002
H 0.4497 -1.3245 0.5800
H -0.8384 -2.1267 -0.4801
H 1.2687 1.5607 -1.1686
H 1.8022 2.5730 -0.0168
```

Results
HOMO-LUMO gap (spin up / spin down)   7.86 / 6.74 eV
HOMO (spin up / spin down)   -3.73 / -2.23 eV
LUMO (spin up / spin down)   4.12 / 4.51 eV
Net charge   -1

Short version: w is the most stable of them.